The following is a quantum chemistry calculation of the ion C4H10P with charge +1 in a non-equilibrium geometry, from the OMol25 dataset.

Summary:
Gap between HOMO and LUMO (alpha / beta) = 8.98 / 8.98 eV
Energy above the lowest of the compared OMol25 structures with the same formula, charge and spin = 1.461 eV
HOMO level (alpha / beta) = -14.5 / -14.5 eV
Net charge = +1

Each atom is followed by the atoms it is bonded to, with distances in Å.
Element x y z (Å)
1 C -1.1870 0.0540 1.3054  P5 1.757, H6 1.080, H7 1.079
2 C -1.1708 0.0404 -1.3155  P5 1.756, H8 1.079, H9 1.080
3 C 0.9301 -1.5351 0.0125  P5 1.801, H10 1.090, H11 1.091, H12 1.091
4 C 1.0513 1.4572 -0.0001  P5 1.802, H13 1.090, H14 1.090, H15 1.091
5 P -0.0100 0.0013 0.0021  C1 1.757, C2 1.756, C3 1.801, C4 1.802
6 H -1.6655 0.9968 1.5251  C1 1.080
7 H -1.7407 -0.8432 1.5373  C1 1.079
8 H -1.7068 -0.8651 -1.5562  C2 1.079
9 H -1.6572 0.9759 -1.5469  C2 1.080
10 H 0.2475 -2.3820 -0.0536  C3 1.090
11 H 1.5046 -1.6029 0.9369  C3 1.091
12 H 1.6076 -1.5488 -0.8420  C3 1.091
13 H 0.4475 2.3498 -0.1631  C4 1.090
14 H 1.7855 1.3675 -0.8013  C4 1.090
15 H 1.5638 1.5343 0.9594  C4 1.091

natural (NBO) population analysis, charges in e, atoms 1 to 8: -0.596 -0.595 -0.957 -0.958 1.459 0.243 0.243 0.243